An isolated ion of composition CH4NO3 and charge -1 in a non-equilibrium geometry, computed with ωB97M-V with the def2-TZVPD basis set.

```
9
CH4NO3 | OMol25 | ωB97M-V with the def2-TZVPD basis set
C 1.061 0.164 0.203
O -0.551 -1.342 -0.274
N -0.114 -0.487 0.610
H 1.842 -0.554 0.410
H -1.344 -0.329 -0.832
H 0.962 0.372 -0.970
O -1.935 0.445 -0.559
H 1.271 1.023 0.853
O -1.191 0.708 0.560
```

Its total charge is -1. Its SMILES is CN([O-])OO. As for the orbital gap: 7.06 eV. The calculation puts the total energy at -320.7914 a.u.



A single CH4NO3P molecule in a non-equilibrium geometry, computed with ωB97M-V with the def2-TZVPD basis set.

```
10
CH4NO3P | OMol25 | ωB97M-V with the def2-TZVPD basis set
H -1.497 0.068 2.369
H -0.131 2.303 0.368
H 0.016 -0.967 -2.044
O -0.352 0.950 -1.251
C -0.009 -0.217 -1.165
O -1.120 0.405 1.580
P 0.458 0.511 1.337
N 0.579 -0.675 -0.073
O 0.583 1.994 0.918
H 0.582 -1.683 0.230
```

Its total charge is 0. Its SMILES is O=CNP(O)O. As for the orbital gap: 9.74 eV. The calculation puts the total energy at -662.3752 a.u.



LUMO readings, ordered: 0.1738; 0.0251 Ha
ΔE to the lowest compared entry with this formula, charge and spin readings, ordered: 749.1; 64.6 kJ/mol